10
Properties=species:S:1:pos:R:3 method="wB97M-V/def2-TZVPD" homo_energy_ev=-9.234 smiles="C=CNOO" mol_weight_g_mol=75.07 max_force_ha_per_bohr=0.09093 relative_energy_kcal_mol=153.1 gap_ev=10.3 total_energy_ha=-284.22339 spin_multiplicity=1
C -0.63 -1.20 0.96
C -0.58 -0.43 -0.11
N 0.68 0.53 -0.39
O 0.57 1.79 -0.68
O 0.81 1.96 -2.17
H -1.39 -2.05 0.98
H 0.05 -1.03 1.72
H -1.13 -0.37 -1.00
H 1.43 0.22 0.19
H 1.14 2.89 -2.30